The following is a DFT calculation (ωB97M-V with the def2-TZVPD basis set) of one molecule with the formula C5H10N2S in a non-equilibrium geometry.

Output
**SMILES string**: CCC(/C=C\N)=N/S
**Kohn-Sham gap**: 9.08 eV

Element x y z (Å)
1 C 0.998 0.920 -2.872
2 C 0.379 1.471 -1.570
3 C -0.195 0.434 -0.552
4 C 0.343 -0.944 -0.585
5 C 1.065 -1.531 0.377
6 N 1.453 -1.028 1.543
7 N -0.976 0.938 0.348
8 S -1.594 -0.192 1.576
9 H 1.236 1.704 -3.515
10 H 0.248 0.339 -3.403
11 H 1.878 0.275 -2.689
12 H 1.080 2.081 -1.024
13 H -0.480 2.176 -1.822
14 H 0.154 -1.506 -1.437
15 H 1.455 -2.519 0.289
16 H 1.143 -0.153 1.907
17 H 2.029 -1.606 2.120
18 H -2.121 0.807 2.325

***

The following is a DFT calculation (ωB97M-V with the def2-TZVPD basis set) of C22H20BN5O2PdS2Se as an isolated structure in a non-equilibrium geometry.

Output
**Kohn-Sham gap (spin up / spin down)**: 5.88 / 5.65 eV
**Charge**: +2

Element x y z (Å)
1 Pd -0.121 -0.915 -0.661
2 C -3.216 3.413 -1.612
3 S -2.208 3.400 -0.118
4 C -1.143 2.058 -0.327
5 S -1.208 1.053 -1.843
6 N -0.290 1.825 0.602
7 N 0.534 0.750 0.371
8 C 1.751 0.830 0.745
9 C 2.700 -0.215 0.338
10 C 4.018 -0.184 0.764
11 C 4.894 -1.145 0.272
12 C 4.419 -2.086 -0.624
13 C 3.081 -2.043 -0.997
14 N 2.236 -1.129 -0.530
15 H -3.885 4.259 -1.458
16 H -3.817 2.513 -1.707
17 H -2.619 3.596 -2.500
18 H 2.094 1.705 1.287
19 H 4.354 0.577 1.456
20 H 5.932 -1.144 0.577
21 H 5.071 -2.837 -1.048
22 H 2.682 -2.758 -1.705
23 O -3.153 -0.110 -0.051
24 B -2.334 -0.238 -1.137
25 O -2.437 -1.476 -1.772
26 C -3.397 -2.150 -1.012
27 C -3.901 -3.415 -1.208
28 C -4.858 -3.834 -0.288
29 C -5.274 -3.015 0.759
30 C -4.762 -1.734 0.937
31 C -3.818 -1.331 0.021
32 H -3.595 -4.031 -2.042
33 H -5.302 -4.814 -0.399
34 H -6.027 -3.379 1.445
35 H -5.091 -1.086 1.738
36 C -0.242 -4.613 -1.095
37 N 0.830 -4.546 -0.106
38 C 0.901 -3.662 0.894
39 Se -0.316 -2.286 1.304
40 N 1.979 -3.945 1.637
41 C 2.639 -5.046 1.113
42 C 3.784 -5.726 1.517
43 C 4.158 -6.803 0.743
44 C 3.421 -7.192 -0.390
45 C 2.286 -6.519 -0.788
46 C 1.906 -5.430 -0.008
47 H -0.315 -3.672 -1.639
48 H -1.190 -4.821 -0.601
49 H -0.012 -5.406 -1.799
50 H 2.230 -3.423 2.464
51 H 4.344 -5.433 2.394
52 H 5.037 -7.371 1.015
53 H 3.753 -8.049 -0.960
54 H 1.726 -6.837 -1.656

***

The following is a DFT calculation (ωB97M-V with the def2-TZVPD basis set) of one molecule with the formula C5H7NO in a non-equilibrium geometry.

Output
**SMILES string**: C=C=N[C@]1(C)CO1
**Kohn-Sham gap**: 9.27 eV

Element x y z (Å)
1 C 2.596 -0.908 0.173
2 C 1.324 -0.933 0.436
3 N 0.152 -1.038 0.568
4 C -0.702 0.038 0.202
5 C -2.090 -0.339 -0.212
6 C -0.012 1.449 -0.198
7 O -0.686 1.202 1.023
8 H 3.154 0.017 0.233
9 H 3.104 -1.806 -0.154
10 H -2.755 0.528 -0.288
11 H -2.532 -1.032 0.509
12 H -2.079 -0.826 -1.193
13 H -0.513 1.963 -1.006
14 H 1.038 1.685 -0.094

***

The following is a DFT calculation (ωB97M-V with the def2-TZVPD basis set) of C27H28N4O2PtSi as an isolated structure.

Output
**Kohn-Sham gap**: 6.83 eV

Element x y z (Å)
1 Pt -0.025 0.086 0.350
2 O 2.099 -1.358 3.479
3 C 1.341 -0.800 2.692
4 N 1.528 -0.535 1.402
5 C 2.647 -1.048 0.651
6 C 2.405 -0.813 -0.822
7 C 3.339 -1.173 -1.782
8 C 3.075 -0.935 -3.118
9 C 1.876 -0.337 -3.481
10 C 0.978 -0.009 -2.488
11 N 1.241 -0.240 -1.195
12 C -0.040 -0.328 3.142
13 C -0.436 -0.430 4.458
14 C -1.722 -0.035 4.802
15 C -2.573 0.439 3.815
16 C -2.116 0.510 2.510
17 N -0.875 0.146 2.190
18 H 2.780 -2.124 0.824
19 H 3.591 -0.568 0.936
20 H 4.262 -1.640 -1.467
21 H 3.799 -1.214 -3.873
22 H 1.630 -0.134 -4.513
23 H 0.014 0.440 -2.689
24 H 0.274 -0.826 5.170
25 H -2.059 -0.105 5.827
26 H -3.584 0.746 4.040
27 H -2.731 0.849 1.687
28 C -0.578 3.285 0.160
29 Si -1.841 2.423 -0.919
30 C -3.514 3.070 -0.335
31 C -1.545 3.047 -2.672
32 N -1.663 0.702 -0.786
33 C -2.452 -0.187 -1.499
34 C -3.502 0.248 -2.334
35 C -4.288 -0.610 -3.084
36 C -4.080 -1.979 -3.036
37 C -3.072 -2.459 -2.215
38 C -2.284 -1.595 -1.478
39 O -1.327 -2.109 -0.616
40 C -0.486 -3.117 -0.998
41 C 0.010 -3.936 0.007
42 C 0.971 -4.888 -0.299
43 C 1.430 -5.033 -1.600
44 C 0.921 -4.213 -2.600
45 C -0.033 -3.251 -2.307
46 H -0.702 4.366 0.053
47 H 0.446 3.030 -0.120
48 H -0.699 3.037 1.217
49 H -3.547 4.152 -0.484
50 H -3.657 2.891 0.734
51 H -4.367 2.637 -0.856
52 H -1.686 4.130 -2.707
53 H -2.211 2.601 -3.411
54 H -0.517 2.845 -2.985
55 H -3.703 1.307 -2.406
56 H -5.070 -0.196 -3.707
57 H -4.689 -2.662 -3.612
58 H -2.888 -3.523 -2.135
59 H -0.353 -3.800 1.017
60 H 1.361 -5.522 0.487
61 H 2.175 -5.781 -1.836
62 H 1.271 -4.320 -3.619
63 H -0.437 -2.613 -3.080

***

The following is a DFT calculation (ωB97M-V with the def2-TZVPD basis set) of one molecule with the formula C3H6O2 in a non-equilibrium geometry.

Output
**SMILES string**: CCOC=O
**Kohn-Sham gap**: 11.64 eV

Element x y z (Å)
1 C -0.912 0.805 0.636
2 C 0.212 -0.182 0.766
3 O 1.207 -0.044 -0.240
4 C 0.943 -0.605 -1.415
5 O -0.006 -1.300 -1.719
6 H -1.848 0.243 1.157
7 H -0.751 1.889 1.114
8 H -1.121 1.044 -0.560
9 H 0.814 -0.216 1.774
10 H -0.258 -1.173 0.637
11 H 1.720 -0.460 -2.151

***

The following is a DFT calculation (ωB97M-V with the def2-TZVPD basis set) of C25H16F10N3O2RuSTe2 as an isolated structure in a non-equilibrium geometry.

Output
**Spin multiplicity**: 6
**Kohn-Sham gap (spin up / spin down)**: 7.41 / 5.44 eV
**<S²>**: 8.80

Element x y z (Å)
1 Ru -0.346 -0.055 -0.284
2 C -1.627 3.373 2.164
3 C -1.118 2.599 1.123
4 N -1.035 1.279 1.191
5 C -1.516 0.661 2.292
6 C -2.148 1.357 3.345
7 C -2.154 2.760 3.277
8 C -2.743 0.613 4.405
9 C -2.749 -0.745 4.395
10 C -2.068 -1.474 3.383
11 C -2.013 -2.879 3.317
12 C -1.212 -3.474 2.377
13 C -0.497 -2.672 1.470
14 N -0.614 -1.359 1.465
15 C -1.389 -0.757 2.372
16 H -1.610 4.446 2.065
17 H -0.764 3.073 0.219
18 H -2.576 3.337 4.086
19 H -3.209 1.164 5.208
20 H -3.261 -1.298 5.169
21 H -2.590 -3.467 4.014
22 H -1.108 -4.545 2.316
23 H 0.275 -3.112 0.854
24 S 2.474 0.751 -3.941
25 C 3.404 -0.383 -3.019
26 C 4.663 -0.896 -3.293
27 C 5.205 -1.792 -2.397
28 C 4.500 -2.186 -1.257
29 C 3.251 -1.678 -0.971
30 C 2.697 -0.747 -1.847
31 N 1.513 -0.092 -1.718
32 C 1.229 0.690 -2.720
33 C -0.010 1.420 -2.782
34 C -0.304 2.337 -3.795
35 C -1.507 3.013 -3.785
36 C -2.445 2.762 -2.789
37 C -2.172 1.834 -1.794
38 C -0.951 1.190 -1.760
39 H 5.195 -0.589 -4.180
40 H 6.189 -2.195 -2.578
41 H 4.946 -2.897 -0.582
42 H 2.704 -1.983 -0.094
43 H 0.418 2.507 -4.581
44 H -1.728 3.730 -4.561
45 H -3.390 3.286 -2.789
46 H -2.924 1.609 -1.048
47 F 3.924 1.084 2.055
48 Te 2.429 1.441 0.911
49 F 3.098 3.237 0.995
50 F 3.699 1.370 -0.536
51 F 1.366 2.199 2.374
52 F 1.268 2.336 -0.393
53 O 1.725 -0.147 1.072
54 F -1.669 -3.718 -2.657
55 Te -1.702 -2.810 -0.963
56 F -2.211 -4.786 -0.271
57 F 0.116 -3.798 -1.013
58 F -3.530 -2.555 -1.725
59 F -2.666 -0.919 -0.034
60 O -0.730 -1.444 -1.760

***

Per-record ΔE to the lowest compared entry with this formula, charge and spin, kcal per mole: 37.8, 40.4, 89.7, 0.9, 33.9, 105.9